{
  "formula": "C49H58Ge2N6OP2Rh",
  "method": "the ωB97M-V functional and the def2-TZVPD basis",
  "total_charge": 1,
  "s_squared": 6.018,
  "max_force_ha_per_bohr": 0.1434,
  "total_energy_ha": -7252.0897,
  "gap_ev": [5.58, 6.59],
  "spin_multiplicity": 5,
  "homo_ha": [-0.311, -0.381],
  "de_lowest_ev": 0.480,
  "species": ["Rh", "C", "C", "Ge", "C", "C", "C", "C", "Ge", "C", "C", "C", "C", "C", "C", "C", "C", "C", "C", "H", "H", "H", "H", "H", "H", "H", "H", "H", "H", "H", "H", "H", "H", "H", "H", "H", "H", "H", "H", "H", "H", "H", "H", "H", "H", "C", "N", "C", "P", "C", "C", "C", "C", "C", "C", "C", "C", "C", "C", "C", "C", "C", "C", "C", "C", "C", "C", "P", "C", "C", "C", "C", "C", "C", "C", "C", "C", "C", "C", "C", "H", "H", "H", "H", "H", "H", "H", "H", "H", "H", "H", "H", "H", "H", "H", "H", "H", "H", "H", "H", "H", "H", "H", "H", "H", "H", "H", "H", "H", "O", "N", "N", "N", "C", "N", "N", "H", "H", "H"],
  "positions_angstrom": [[14.216446, 12.865938, 12.429983], [4.623811, 16.035292, 17.744652], [5.793429, 15.295373, 18.302048], [11.513698, 10.439910, 18.492231], [13.341497, 10.689058, 17.609744], [13.627375, 12.218289, 17.528709], [11.434129, 8.845567, 19.414050], [10.286995, 8.225014, 19.620177], [8.999082, 8.956183, 18.360032], [8.108023, 7.764091, 16.931469], [8.711898, 6.893081, 15.821119], [7.389833, 9.530352, 19.431511], [6.840199, 10.925418, 19.164879], [10.248252, 7.104674, 20.598679], [10.333150, 7.283701, 21.955901], [10.209529, 6.134017, 22.728105], [10.053655, 4.937968, 22.093801], [9.800890, 4.767868, 20.750114], [9.902859, 5.900155, 19.976844], [4.212012, 16.936778, 18.319697], [3.632662, 15.475890, 17.832449], [4.708992, 16.357087, 16.656403], [5.585943, 15.370716, 19.575986], [6.414323, 14.679001, 17.773339], [13.279212, 10.183488, 16.633418], [14.128221, 10.166047, 18.206504], [12.922321, 12.650665, 16.571640], [14.663461, 12.428599, 17.605910], [13.016822, 12.670381, 18.324725], [12.406881, 8.525637, 19.856353], [7.486643, 8.512553, 16.459073], [7.424077, 7.160153, 17.510838], [9.425079, 7.633011, 15.300421], [8.084933, 6.516642, 15.043273], [9.319653, 6.031470, 16.151816], [7.675878, 9.465360, 20.492709], [6.659641, 8.669852, 19.388342], [7.747325, 11.470189, 18.877899], [6.349436, 11.393808, 20.083047], [6.271417, 11.014517, 18.231934], [10.340469, 8.322881, 22.252412], [10.251114, 6.127183, 23.807055], [10.115481, 4.070558, 22.735835], [9.573862, 3.793371, 20.434709], [9.858837, 5.844467, 18.903688], [12.784058, 12.232815, 9.374028], [14.106940, 11.871314, 9.070505], [14.688134, 10.672187, 9.768150], [15.407815, 11.113529, 11.510235], [14.964669, 9.799595, 12.780973], [15.887212, 9.035383, 13.503723], [15.414636, 8.220294, 14.510558], [14.033467, 8.286525, 14.909317], [13.133145, 9.037360, 14.167445], [13.587669, 9.829800, 13.095987], [17.222035, 11.524309, 11.153008], [18.032589, 10.697516, 10.347400], [19.228620, 11.227519, 9.911875], [19.724302, 12.373581, 10.526093], [19.020944, 13.123262, 11.440234], [17.728913, 12.743179, 11.682318], [14.996578, 12.613717, 8.236016], [16.121956, 13.280796, 8.622305], [17.121409, 13.574569, 7.662339], [17.000131, 13.167639, 6.326368], [15.759037, 12.655655, 5.940939], [14.772856, 12.391590, 6.925631], [12.611808, 13.285149, 10.922919], [12.263196, 14.881417, 10.183462], [12.623571, 15.826297, 11.044628], [12.429400, 17.219676, 11.033885], [11.551476, 17.550512, 9.901288], [11.160751, 16.456769, 9.155207], [11.329614, 15.068479, 9.162470], [10.880542, 13.109509, 11.538122], [9.973469, 12.523151, 10.661891], [8.828168, 11.926912, 11.123922], [8.538076, 12.104551, 12.502628], [9.323718, 12.909640, 13.336526], [10.549219, 13.370742, 12.850520], [12.028245, 11.471358, 9.241104], [12.514603, 12.936171, 8.606632], [15.456091, 10.319043, 9.127902], [13.866606, 9.978817, 9.883155], [16.959794, 9.113848, 13.348057], [16.070957, 7.572911, 15.049062], [13.671844, 7.685258, 15.720795], [12.082944, 9.121240, 14.403326], [12.824681, 10.398540, 12.599094], [17.733647, 9.780702, 9.952410], [19.788623, 10.703678, 9.150608], [20.703510, 12.785901, 10.183788], [19.296266, 14.003087, 12.001376], [16.996648, 13.208325, 12.384065], [16.282872, 13.563982, 9.624964], [18.042667, 14.142428, 7.955169], [17.817699, 13.496523, 5.666655], [15.535603, 12.381920, 4.954791], [13.916816, 11.824315, 6.618794], [12.986438, 15.484866, 12.037966], [12.615297, 17.966195, 11.893961], [11.201259, 18.578995, 9.546462], [10.821378, 17.019719, 8.218073], [10.581725, 14.410115, 8.574641], [10.220436, 12.527562, 9.614593], [8.163646, 11.288346, 10.426306], [7.530877, 11.843868, 12.939709], [9.000450, 13.210865, 14.310793], [11.240310, 14.012758, 13.454454], [10.056618, 10.477402, 17.554458], [18.857691, 9.439428, 22.287957], [19.788236, 8.618271, 21.736321], [20.066841, 7.336409, 22.151936], [21.107331, 7.046960, 21.339624], [21.412832, 8.086840, 20.506185], [20.597563, 9.012939, 20.788029], [17.972030, 9.272541, 21.830221], [19.093047, 10.399528, 22.426594], [21.551110, 6.055147, 21.369213]],
  "forces_ev_per_angstrom": [[0.4, 0.1, 0.5], [-1.9, 0.9, -1.1], [-3.8, 3.0, 5.5], [2.4, 1.7, -0.2], [-0.4, 0.0, 0.0], [-4.4, -0.3, -1.9], [2.2, -0.8, 0.9], [0.6, -0.1, 0.4], [-1.2, 0.4, -1.0], [0.1, -0.1, 0.2], [3.0, 1.9, 0.0], [-0.3, -1.2, 0.4], [0.6, 0.6, 0.1], [-1.6, 0.2, -2.6], [-0.5, 0.0, -0.3], [0.5, 1.0, 0.3], [-0.3, -1.5, 1.1], [0.6, 1.2, 0.6], [0.5, -0.7, 0.5], [1.5, -0.8, -0.5], [1.2, -0.2, -0.4], [0.0, -0.5, 1.3], [1.6, -1.0, -3.9], [1.5, -1.5, -0.9], [0.3, 0.3, 0.3], [-0.8, 0.3, -0.2], [2.7, -0.9, 2.1], [0.8, 0.7, -0.5], [0.9, 0.2, 0.2], [-0.9, 0.1, 0.2], [-0.3, 0.3, -0.2], [-0.3, -0.1, 0.5], [-0.7, -1.4, 0.3], [-1.1, 0.0, -0.2], [-0.2, 0.5, 0.2], [0.4, 0.2, -0.3], [0.4, 0.9, -0.4], [-0.2, 0.7, 0.6], [0.5, -0.6, -1.5], [-0.5, -0.2, 0.5], [0.4, -0.1, 0.7], [0.1, 0.3, 0.1], [-0.3, -0.3, 0.0], [-0.2, -1.0, -0.9], [-0.3, 0.1, -0.3], [-0.4, 1.1, -0.2], [1.5, -1.8, 2.2], [-1.0, 2.5, 0.5], [0.5, 0.2, -0.6], [0.0, 1.2, -1.0], [-0.4, 0.1, 0.0], [-2.1, 0.5, 0.8], [1.2, -0.3, -1.3], [0.6, 0.7, -0.4], [0.9, -1.4, 1.1], [-0.4, -0.9, 0.6], [-0.4, 2.3, 0.5], [0.4, 0.1, 0.7], [2.0, 1.0, -1.3], [-1.1, 0.2, 0.6], [-2.4, -2.1, 0.6], [-1.0, -0.9, 0.5], [1.7, 0.7, -1.0], [0.3, 0.2, 0.6], [-0.4, 1.3, 0.6], [-0.1, 0.1, 1.8], [1.4, -0.2, -3.2], [-1.6, -0.6, -0.7], [-1.0, -3.3, -1.1], [2.0, 3.9, 4.3], [-3.1, 0.9, -1.4], [2.3, 0.1, 2.4], [-1.9, 2.8, -5.0], [-0.3, 1.9, 0.6], [0.9, -0.8, -0.3], [0.2, -0.4, -0.1], [-1.4, -0.9, 0.4], [-1.7, 0.6, 0.4], [0.4, -0.1, -1.2], [0.4, 0.5, 0.7], [0.1, -0.8, 0.5], [-0.3, 0.5, -0.5], [0.8, -0.7, -0.4], [0.0, -0.5, 0.2], [-0.2, -0.1, -0.4], [0.4, -0.2, 0.3], [0.0, -0.2, 0.3], [-0.1, -0.3, 0.3], [0.1, 0.4, -0.6], [-0.8, -1.4, -0.5], [0.2, 0.1, 0.1], [-0.8, -0.6, 0.4], [0.9, 0.1, -0.5], [1.0, 0.3, -0.6], [0.1, 0.2, 1.0], [-1.0, -0.7, -0.1], [-0.6, -0.7, 0.0], [-0.1, -0.3, -1.3], [-0.4, -0.1, -0.1], [0.5, 0.0, -0.8], [0.1, -1.6, -1.6], [0.8, -1.6, 0.9], [-0.9, -1.9, 0.8], [2.2, 0.9, 0.9], [-0.1, -0.4, -0.2], [1.0, 1.4, 1.4], [1.3, -0.2, -0.8], [-0.2, -0.2, 0.4], [-0.7, -0.9, -0.3], [-2.6, -2.3, 0.2], [-1.4, -1.3, 0.4], [1.6, -1.6, 0.2], [0.8, 1.4, -1.2], [-1.8, 0.4, 0.9], [0.9, -1.8, 0.3], [-0.9, 1.8, -0.3], [0.0, 0.4, 0.1], [0.6, 0.2, -0.3], [0.1, 0.5, -0.2]]
}